1.
A molecular structure, C14H12Cl3N5O4Re in a non-equilibrium geometry, computed with wB97M-V/def2-TZVPD.

The geometry in XYZ format:
```
39
Properties=species:S:1:pos:R:3:forces:R:3
Re 0.32003 0.34788 -0.09372 -3.711 -0.354 -2.474
Cl 6.13323 -3.70162 0.36808 0.006 0.020 -0.010
Cl 2.67243 0.42738 -0.09812 1.561 1.104 -0.045
Cl 0.81993 -4.52502 0.31628 -0.012 -0.045 -0.020
O 0.74993 -1.56742 0.03128 -2.029 3.001 0.148
O -1.41427 1.90858 -3.50262 -0.054 0.153 -0.971
O -0.07817 0.96618 -2.12052 2.293 -1.479 1.544
O -1.88267 1.88608 -1.40442 -0.876 0.580 0.583
N -1.21587 1.62968 -2.37812 -0.408 -0.134 0.727
N 0.32923 2.41498 0.19798 0.382 -0.884 0.161
N -1.66597 -0.34862 -0.01782 0.226 0.322 0.919
N -2.49417 1.02438 1.67228 0.374 0.483 0.351
N 0.66153 3.32048 -0.74682 0.376 0.375 -0.544
C 0.65613 4.56218 -0.25912 -0.086 -0.385 0.247
C 4.35313 -1.70362 0.11458 0.081 0.051 0.016
C 3.06773 -1.23702 0.03678 -0.383 -1.911 -0.014
C 1.92013 -2.07712 0.09358 3.245 -1.521 0.008
C -2.64327 -0.04712 0.88138 -0.252 -0.616 -0.143
C 0.13713 3.12148 1.32318 0.103 0.851 0.314
C -3.04427 -2.11782 -0.87002 0.488 0.211 -0.080
C 4.55413 -3.09092 0.25188 -0.657 0.237 -0.056
C 3.45793 -3.95762 0.30508 0.153 0.048 -0.007
C -4.00077 -1.88982 0.12958 0.313 0.321 0.052
C 0.32323 4.47448 1.08178 -0.095 -0.376 0.143
C -1.90657 -1.34952 -0.89122 -0.759 -0.842 -0.786
C 2.16223 -3.48142 0.23578 -0.162 0.962 0.012
C -3.79687 -0.85632 1.00218 0.282 0.137 -0.166
H -1.15077 -1.51932 -1.64902 -0.052 -0.010 0.053
H 0.89923 3.04318 -1.69312 -0.160 -0.191 0.116
H -0.09507 2.64418 2.25688 -0.090 -0.184 0.116
H 3.62263 -5.01972 0.40938 0.013 -0.062 0.006
H -4.51577 -0.61262 1.76848 -0.074 0.040 0.056
H -1.89887 1.78158 1.36938 -0.318 -0.101 -0.014
H 5.19883 -1.03492 0.08948 0.101 0.065 -0.011
H 0.87923 5.42268 -0.86132 0.035 0.054 -0.221
H -3.19307 -2.88442 -1.61202 0.094 -0.068 -0.069
H -4.88937 -2.49762 0.18938 -0.097 -0.052 0.031
H 0.22123 5.28048 1.77768 -0.009 0.168 0.160
H -3.25337 1.26358 2.29578 0.157 0.031 -0.134
```
Positions in Å, forces in eV/Å.

Energy above the lowest of the compared OMol25 structures with the same formula, charge and spin ... 1.557 eV
HOMO-LUMO gap (alpha / beta) ... 5.48 / 4.85 eV
Net charge ... +2
E_HOMO (alpha / beta) ... -14.924 / -14.672 eV
2S+1 ... 2

---

2.
A molecular structure, C28H41N5O4SeSiSr in a non-equilibrium geometry, computed with wB97M-V/def2-TZVPD.

The geometry in XYZ format:
```
81
Properties=species:S:1:pos:R:3:forces:R:3
Sr -1.33147 0.76396 0.71837 1.612 -1.719 -1.812
Se 2.04629 2.06637 -1.50050 -0.025 -0.057 -0.115
Si -2.06940 -1.43789 -1.51112 -0.288 0.084 0.082
O -2.01686 2.79267 -0.22442 -0.125 1.222 0.257
O -2.35389 -0.14768 4.96126 0.000 -0.096 0.145
O -2.21061 5.01831 0.17920 0.013 0.159 -0.044
O -1.91131 -0.38109 2.75387 -0.268 0.220 0.916
N 2.01235 1.60046 4.47384 0.035 -0.113 -0.023
N 2.31539 -0.79734 4.11596 0.050 0.112 -0.007
N 3.62498 0.81305 2.83235 -0.050 -0.037 0.025
N -2.21953 2.21627 2.33489 -0.627 1.066 1.179
N 1.23480 0.55549 2.39430 0.004 0.300 0.135
C 4.57277 -0.27091 -4.78226 -0.037 0.050 0.083
C 0.58181 -2.46678 -1.90206 0.090 -0.051 0.033
C -1.18854 -3.98069 -2.76236 0.018 -0.119 -0.106
C -3.35644 0.54155 -3.00969 -0.050 0.074 -0.086
C 3.06048 1.11528 -2.80168 0.129 -0.231 -0.126
C -1.17576 -0.17755 -3.94476 0.047 0.037 -0.100
C -0.89584 -3.66878 -0.32132 0.034 -0.106 0.037
C 1.27872 -0.75417 3.07485 0.059 0.095 -0.061
C 2.03026 0.26455 5.08729 -0.003 0.019 -0.101
C -2.44064 1.78184 3.58241 0.059 0.112 -0.445
C -2.29989 3.51419 2.00898 -0.232 -0.517 0.102
C -2.23259 0.25961 3.80893 0.041 0.177 -0.516
C -3.19864 -1.59430 -4.24627 -0.089 -0.049 -0.093
C -2.60563 4.46001 2.97281 0.025 0.038 0.079
C -2.78730 2.66981 4.58484 0.012 0.060 0.037
C 0.98434 1.58411 3.42835 0.030 -0.133 -0.052
C 4.23151 0.39935 -2.48427 -0.105 0.082 -0.002
C 2.56846 0.83531 1.80975 -0.078 -0.267 0.122
C 4.97051 -0.27514 -3.44938 -0.087 0.056 0.034
C 2.67811 1.09430 -4.15571 -0.032 0.018 0.075
C -3.74686 -2.33389 -1.14818 -0.107 -0.129 0.069
C -0.85536 -2.95664 -1.68026 0.217 -0.008 0.043
C -2.85685 4.02251 4.26721 -0.014 0.013 0.046
C -2.45844 -0.67694 -3.27210 0.100 0.115 -0.058
C -2.14432 3.83861 0.49774 -0.139 -0.623 0.008
C 3.41493 0.42067 -5.12171 -0.031 0.032 0.085
C 3.60718 -0.49368 3.48919 -0.081 0.018 -0.012
C 3.31187 1.82854 3.83410 -0.052 -0.040 -0.018
H 3.82883 -1.26416 2.74873 -0.002 -0.011 -0.028
H -2.86373 1.30422 -2.40035 0.035 -0.067 -0.004
H 1.49393 -1.52269 2.33018 0.003 -0.019 -0.020
H -2.23090 -4.31469 -2.71587 0.053 0.033 0.019
H 5.14713 -0.79660 -5.53583 0.003 -0.014 -0.003
H 1.77349 1.62164 -4.43553 0.015 -0.010 -0.013
H -0.13385 -4.46461 -0.28713 -0.048 0.047 0.003
H 2.55785 1.79388 1.29707 -0.013 0.043 0.019
H 3.30213 2.80683 3.35051 -0.009 0.022 -0.005
H -0.58393 0.47731 -3.29515 -0.062 -0.051 0.026
H -0.52768 -1.00575 -4.24874 -0.058 0.030 -0.009
H -2.60069 -2.45841 -4.54631 -0.019 0.060 0.033
H 0.30104 -0.95445 3.51301 0.000 -0.008 0.020
H -4.28580 0.26052 -2.50128 0.039 0.002 -0.030
H 5.86578 -0.81510 -3.15703 -0.004 0.011 0.026
H -4.57206 -1.61262 -1.19478 0.057 -0.053 -0.014
H 0.88008 -1.71931 -1.15942 -0.039 -0.022 0.001
H -1.86874 -4.13170 -0.12947 0.039 0.017 -0.037
H 0.03163 1.37539 3.91107 -0.045 0.016 -0.034
H -2.65177 5.49963 2.67858 -0.020 -0.005 0.032
H -0.55077 -4.87567 -2.65911 -0.036 0.058 -0.004
H 3.07671 0.43088 -6.15290 -0.019 0.012 0.007
H 0.94218 2.56427 2.94778 0.008 0.011 -0.002
H -3.98864 -3.15609 -1.83765 0.016 0.049 0.057
H -2.97995 2.28501 5.57702 0.023 0.039 0.003
H -1.01133 -3.57806 -3.76404 0.000 -0.008 0.068
H -4.13313 -1.97357 -3.81951 0.042 0.037 -0.013
H 4.55639 0.38550 -1.45013 0.014 -0.004 -0.005
H -3.63506 1.01850 -3.96409 0.012 -0.043 0.057
H -0.69757 -2.98159 0.50951 -0.004 -0.004 -0.070
H 4.08691 1.82222 4.60500 0.027 0.000 0.023
H 1.05810 0.07265 5.54455 -0.026 0.006 -0.004
H -3.45943 -1.04439 -5.16682 0.022 -0.026 0.059
H 1.29179 -3.30789 -1.83239 -0.049 0.045 -0.008
H 0.72426 -2.00052 -2.87928 -0.027 -0.027 0.040
H -3.11437 4.74067 5.03776 0.000 0.007 0.000
H -3.74786 -2.73956 -0.13012 -0.015 0.027 -0.074
H 4.38296 -0.51171 4.25952 0.020 -0.008 0.024
H 2.78516 0.08286 1.05272 -0.017 -0.014 -0.040
H 2.79969 0.24804 5.86296 0.027 -0.008 0.028
H -1.41736 0.39576 -4.85548 0.006 -0.035 0.060
```
Positions in Å, forces in eV/Å.

Energy above the lowest of the compared OMol25 structures with the same formula, charge and spin ... 0.932 eV
HOMO-LUMO gap ... 5.57 eV
Net charge ... -2
E_HOMO ... -1.261 eV
2S+1 ... 1